ORCA calculation (ωB97M-V/def2-TZVPD) on a 2-piece molecular cluster, C4H7NO2 overall.

Geometry as ORCA input:
```
! wB97M-V def2-TZVPD RIJCOSX def2/J DEFGRID3
* xyz 0 1
C 0.70 -0.25 -2.28
N -0.04 -0.01 -0.29
C 1.20 -0.11 0.12
O 2.07 -0.28 -0.75
C -1.18 0.16 0.50
O -2.27 0.22 -0.02
C -1.01 0.25 2.01
H 1.56 -0.73 -2.73
H -0.22 -0.81 -2.40
H 0.61 0.81 -2.48
H 1.49 -0.05 1.18
H -0.56 -0.67 2.41
H -1.99 0.38 2.45
H -0.37 1.09 2.29
*
```

Values from the calculation:
- HOMO energy: -9.7 eV
- Energy above the lowest of the compared OMol25 structures with the same formula, charge and spin: 81.1 kcal per mole

Results of the natural (NBO) charge analysis, in e, for atoms 1 through 4: atom 1 (C): -0.21, atom 2 (N): -0.59, atom 3 (C): 0.50, atom 4 (O): -0.57

---

ORCA calculation (ωB97M-V/def2-TZVPD) on C16H15ClNO5SV as an isolated structure at a distorted geometry.

Geometry as ORCA input:
```
! wB97M-V def2-TZVPD RIJCOSX def2/J DEFGRID3
* xyz -1 4
V -0.93 -0.10 -0.16
O -4.20 -2.59 -0.62
C -3.13 -1.99 -0.63
O -2.75 -1.10 0.19
C -2.07 -2.33 -1.68
C -2.20 -3.29 -2.69
C -1.16 -3.47 -3.56
C -0.03 -2.69 -3.42
C 0.02 -1.74 -2.41
N -0.98 -1.60 -1.57
C 1.15 -0.73 -2.16
O 2.17 -0.74 -2.82
O 0.88 0.08 -1.21
H -3.12 -3.85 -2.77
H -1.23 -4.20 -4.35
H 0.82 -2.78 -4.09
Cl -2.53 2.18 -0.18
C -1.30 3.14 0.62
C -1.21 4.48 0.32
C -0.19 5.23 0.91
C 0.70 4.60 1.77
C 0.57 3.26 2.06
C -0.45 2.45 1.50
C -0.60 1.03 1.77
H -1.91 4.93 -0.37
H -0.10 6.29 0.68
H 1.50 5.17 2.22
H 1.25 2.80 2.76
H -1.61 0.83 2.13
H 0.14 0.70 2.51
C 3.85 1.82 2.13
S 2.97 1.43 0.58
C 3.54 -0.30 0.47
O 3.72 2.18 -0.45
H 4.91 1.58 2.03
H 3.41 1.27 2.97
H 3.73 2.89 2.29
H 3.76 -0.70 1.46
H 4.43 -0.27 -0.15
H 2.76 -0.88 -0.01
*
```

Values from the calculation:
- HOMO energy (spin up / spin down): -4.3 / -4.5 eV
- Energy above the lowest of the compared OMol25 structures with the same formula, charge and spin: 15.1 kcal per mole

Results of the natural (NBO) charge analysis, in e, for atoms 1 through 4: atom 1 (V): 1.26, atom 2 (O): -0.67, atom 3 (C): 0.74, atom 4 (O): -0.77

---

ORCA calculation (ωB97M-V/def2-TZVPD) on an isolated ion of composition C3H9N2 and charge +2 at a distorted geometry.

Geometry as ORCA input:
```
! wB97M-V def2-TZVPD RIJCOSX def2/J DEFGRID3
* xyz 2 2
C 0.16 0.97 1.00
N 1.59 0.93 1.23
H -0.32 0.17 1.59
H -0.05 2.01 0.86
H 2.10 1.75 1.55
H 1.89 -0.02 1.46
C -1.18 -1.53 -1.52
C -0.46 -1.06 -0.51
N -0.34 0.42 -0.39
H -1.26 -0.97 -2.44
H -1.56 -2.53 -1.36
H 0.16 -1.62 0.22
H -1.25 0.95 -0.55
H 0.32 0.73 -1.12
*
```

Values from the calculation:
- HOMO energy (spin up / spin down): -19.4 / -19.4 eV
- Energy above the lowest of the compared OMol25 structures with the same formula, charge and spin: 85.1 kcal per mole

Results of the natural (NBO) charge analysis, in e, for atoms 1 through 4: atom 1 (C): -0.12, atom 2 (N): -0.20, atom 3 (H): 0.32, atom 4 (H): 0.28

---

ORCA calculation (ωB97M-V/def2-TZVPD) on C12H32FLi3N2O4 as an isolated structure at a distorted geometry.

Geometry as ORCA input:
```
! wB97M-V def2-TZVPD RIJCOSX def2/J DEFGRID3
* xyz 0 1
Li -0.44 3.62 0.61
Li 2.25 3.39 1.77
Li 0.76 1.05 0.92
F -1.10 1.86 1.52
C 2.50 3.51 -2.28
C 1.48 2.56 -1.57
O 1.48 2.70 -0.17
H 3.52 3.27 -2.00
H 2.30 4.57 -2.09
H 2.46 3.40 -3.36
H 1.66 1.53 -1.88
H 0.53 2.73 -2.07
C 1.99 0.05 4.56
C 1.99 1.54 4.20
O 1.63 1.83 2.87
H 0.93 -0.21 4.59
H 2.36 0.00 5.58
H 2.52 -0.57 3.83
H 2.99 1.95 4.33
H 1.36 2.07 4.92
C -4.29 0.15 -1.86
C -3.16 0.48 -0.89
C -1.76 0.53 -1.58
O -1.45 -0.70 -2.30
C -0.29 -0.51 -3.09
N -3.43 1.73 -0.24
H -3.94 -0.72 -2.42
H -4.37 0.88 -2.66
H -5.27 0.05 -1.39
H -3.27 -0.35 -0.20
H -0.97 0.74 -0.85
H -1.81 1.40 -2.23
H 0.62 -0.58 -2.49
H -0.23 0.38 -3.71
H -0.16 -1.27 -3.86
H -2.67 1.87 0.41
H -4.24 1.47 0.31
C -0.54 -1.49 1.56
C 0.71 -2.02 0.86
C 0.62 -2.81 -0.42
O 0.41 -4.25 -0.08
C 0.11 -5.13 -1.14
N 1.57 -0.87 0.81
H -1.34 -0.96 1.03
H -0.34 -1.00 2.51
H -1.08 -2.37 1.92
H 1.41 -2.48 1.56
H 1.67 -2.69 -0.70
H -0.22 -2.43 -1.00
H 0.41 -6.15 -0.88
H 0.68 -4.80 -2.01
H -0.96 -5.12 -1.34
H 2.43 -1.08 0.32
H 1.93 -0.75 1.75
*
```

Values from the calculation:
- HOMO energy: -7.7 eV
- Energy above the lowest of the compared OMol25 structures with the same formula, charge and spin: 0.0 kcal per mole

Results of the natural (NBO) charge analysis, in e, for atoms 1 through 4: atom 1 (Li): 0.96, atom 2 (Li): 0.95, atom 3 (Li): 0.89, atom 4 (F): -0.94

---

ORCA calculation (ωB97M-V/def2-TZVPD) on a 9-piece molecular cluster, C25H74N6O9 overall at a distorted geometry.

Geometry as ORCA input:
```
! wB97M-V def2-TZVPD RIJCOSX def2/J DEFGRID3
* xyz 0 1
C 4.86 2.56 2.71
O 3.48 2.92 2.52
C 2.66 1.77 2.60
C 1.24 2.31 2.79
C 0.95 2.99 4.17
N 0.24 1.29 2.55
H 5.54 3.38 2.46
H 5.18 1.78 2.02
H 5.11 2.14 3.68
H 2.70 1.18 1.68
H 2.93 1.11 3.43
H 1.21 3.08 2.03
H 0.02 3.56 4.24
H 1.73 3.73 4.34
H 0.95 2.34 5.04
H 0.41 0.98 1.61
H -0.67 1.72 2.55
C -3.35 0.10 3.67
O -3.36 -1.35 3.40
C -3.63 -1.72 2.04
C -2.57 -1.23 1.03
C -2.83 -1.58 -0.43
N -1.28 -1.79 1.41
H -3.52 0.23 4.73
H -4.17 0.50 3.07
H -2.40 0.54 3.35
H -3.56 -2.81 2.14
H -4.62 -1.44 1.69
H -2.36 -0.17 1.08
H -3.78 -1.23 -0.83
H -2.85 -2.66 -0.56
H -2.05 -1.27 -1.13
H -0.66 -1.35 0.75
H -0.98 -1.26 2.22
C -1.93 -0.36 -6.04
O -2.07 0.32 -4.78
C -1.59 1.64 -4.61
C -1.52 2.10 -3.16
C -0.67 3.36 -2.97
N -0.88 1.03 -2.44
H -0.88 -0.37 -6.34
H -2.51 0.21 -6.77
H -2.40 -1.34 -5.94
H -0.58 1.71 -5.02
H -2.25 2.26 -5.20
H -2.52 2.30 -2.78
H -1.21 4.27 -3.24
H 0.23 3.32 -3.58
H -0.27 3.47 -1.96
H -0.07 0.83 -3.01
H -1.47 0.26 -2.71
C -2.42 3.90 3.30
O -2.08 2.94 2.35
C -1.90 3.47 1.03
C -3.28 3.90 0.43
C -4.31 2.80 0.51
N -3.22 4.39 -0.97
H -1.89 4.85 3.24
H -2.33 3.47 4.30
H -3.48 4.11 3.16
H -1.20 4.30 0.95
H -1.54 2.65 0.42
H -3.66 4.74 1.01
H -4.52 2.53 1.55
H -3.98 1.93 -0.07
H -5.24 3.05 0.01
H -2.55 5.14 -0.89
H -2.76 3.71 -1.54
C 2.18 -2.43 1.64
O 3.55 -2.34 2.02
C 4.41 -3.38 1.39
C 5.79 -3.19 2.01
C 6.35 -1.77 1.85
N 6.80 -4.15 1.66
H 1.70 -1.60 2.16
H 1.72 -3.39 1.86
H 2.10 -2.41 0.55
H 4.00 -4.39 1.38
H 4.56 -3.12 0.34
H 5.63 -3.40 3.07
H 5.62 -1.12 2.33
H 6.35 -1.40 0.82
H 7.29 -1.58 2.37
H 6.50 -5.09 1.89
H 7.06 -4.20 0.69
C 0.25 -3.20 -1.35
O -0.52 -3.61 -2.41
C -0.93 -4.98 -2.32
C -1.80 -5.37 -3.54
C -3.13 -4.59 -3.45
N -2.12 -6.80 -3.53
H -0.28 -3.21 -0.40
H 0.48 -2.14 -1.36
H 1.24 -3.65 -1.24
H -0.12 -5.71 -2.42
H -1.50 -5.22 -1.42
H -1.18 -5.15 -4.41
H -3.84 -4.79 -4.26
H -2.83 -3.55 -3.59
H -3.70 -4.69 -2.52
H -2.78 -7.07 -4.24
H -1.32 -7.25 -3.96
C 2.26 3.63 -0.57
O 3.13 4.51 0.10
H 1.28 3.72 -0.10
H 2.14 3.83 -1.64
H 2.56 2.59 -0.49
H 3.31 4.11 0.95
O 2.70 -0.03 -1.37
H 3.57 -0.30 -1.67
H 2.14 -0.14 -2.14
O 0.43 0.20 0.04
H 1.35 0.10 -0.22
H -0.03 0.44 -0.76
*
```

Values from the calculation:
- HOMO energy: -8.4 eV
- Energy above the lowest of the compared OMol25 structures with the same formula, charge and spin: 0.0 kcal per mole

Results of the Löwdin charge analysis, in e, for atoms 1 through 4: atom 1 (C): -0.08, atom 2 (O): -0.21, atom 3 (C): -0.19, atom 4 (C): -0.41

---

ORCA calculation (ωB97M-V/def2-TZVPD) on C5H6O2 in the gas phase.

Geometry as ORCA input:
```
! wB97M-V def2-TZVPD RIJCOSX def2/J DEFGRID3
* xyz 0 1
C -1.48 2.38 -0.08
C -0.78 1.41 0.02
C 0.02 0.20 0.23
C -0.86 -1.03 0.45
O 0.85 0.01 -0.94
C 1.98 -0.68 -0.74
O 2.35 -1.14 0.30
H -2.08 3.26 -0.17
H 0.68 0.34 1.09
H -1.50 -1.20 -0.41
H -1.48 -0.88 1.33
H -0.22 -1.91 0.61
H 2.52 -0.75 -1.69
*
```

Values from the calculation:
- HOMO energy: -10.4 eV
- Energy above the lowest of the compared OMol25 structures with the same formula, charge and spin: 42.2 kcal per mole

Results of the natural (NBO) charge analysis, in e, for atoms 1 through 4: atom 1 (C): -0.20, atom 2 (C): -0.04, atom 3 (C): 0.00, atom 4 (C): -0.62

---

ORCA calculation (ωB97M-V/def2-TZVPD) on C4H6F3NO2 in the gas phase at a distorted geometry.

Geometry as ORCA input:
```
! wB97M-V def2-TZVPD RIJCOSX def2/J DEFGRID3
* xyz 0 3
C 0.65 -0.19 -2.50
C 1.00 -0.62 -1.03
C 0.13 0.24 1.15
C -1.23 0.47 1.91
N -0.14 -0.22 -0.11
O 1.36 -0.59 -3.38
O -0.32 0.70 -2.56
F 0.63 -0.84 2.04
F -0.91 0.84 3.20
F -1.84 -0.79 2.04
H 1.71 0.07 -0.83
H 1.33 -1.64 -0.92
H 0.75 1.22 1.25
H -1.94 1.22 1.42
H -0.79 -0.98 -0.03
H -0.40 1.11 -1.64
*
```

Values from the calculation:
- HOMO energy (spin up / spin down): -5.2 / -11.4 eV
- Energy above the lowest of the compared OMol25 structures with the same formula, charge and spin: 33.0 kcal per mole

Results of the natural (NBO) charge analysis, in e, for atoms 1 through 4: atom 1 (C): 0.36, atom 2 (C): -0.23, atom 3 (C): 0.27, atom 4 (C): 0.54

---

ORCA calculation (ωB97M-V/def2-TZVPD) on C39H59N8O8P2S2SiZr as an isolated structure at a distorted geometry.

Geometry as ORCA input:
```
! wB97M-V def2-TZVPD RIJCOSX def2/J DEFGRID3
* xyz 1 1
Zr -1.60 -0.03 -0.50
O -2.64 -0.35 -2.68
C -3.37 0.68 -3.33
C -2.85 2.03 -2.90
C -3.12 3.18 -3.63
C -2.63 4.38 -3.16
C -1.87 4.40 -2.00
C -1.65 3.20 -1.36
N -2.14 2.03 -1.78
H -1.92 -0.66 -3.24
H -4.41 0.59 -3.02
H -3.32 0.57 -4.41
H -3.70 3.12 -4.54
H -2.83 5.30 -3.70
H -1.47 5.32 -1.61
H -1.05 3.16 -0.46
N -0.56 -4.95 0.61
C -1.38 -3.77 0.15
C -2.50 -4.21 -0.80
P -2.03 -2.79 1.56
O -0.76 -2.93 2.54
O -3.21 -3.39 2.18
O -2.08 -1.39 0.94
P -0.17 -2.70 -0.77
O 0.44 -1.67 0.32
O 0.90 -3.64 -1.18
O -1.01 -1.82 -1.67
H -1.07 -5.83 0.54
H -0.27 -4.79 1.58
H 0.27 -4.94 -0.02
H -3.19 -4.88 -0.28
H -2.11 -4.69 -1.70
H -3.07 -3.33 -1.11
H -0.11 -2.19 2.64
H 1.41 -1.64 0.27
C 1.22 4.06 1.64
C 1.63 2.73 2.27
N 0.55 2.10 3.04
C 0.51 2.46 4.46
C 1.43 1.61 5.33
C -0.30 1.22 2.48
C -1.24 0.50 3.40
N -0.33 0.97 1.20
H 2.02 4.42 0.98
H 1.05 4.82 2.40
H 0.31 3.96 1.05
H 2.46 2.89 2.96
H 1.99 2.04 1.51
H -0.51 2.40 4.82
H 0.81 3.51 4.53
H 1.18 0.55 5.24
H 1.34 1.90 6.37
H 2.48 1.73 5.03
H -1.89 1.20 3.93
H -0.68 -0.08 4.14
H -1.87 -0.16 2.83
H 0.34 1.52 0.67
C -5.99 2.47 3.66
C -4.91 2.22 2.64
C -3.75 3.00 2.62
C -2.79 2.66 1.70
N -2.94 1.65 0.84
C -4.12 0.99 0.88
S -4.33 -0.17 -0.36
N -5.09 1.24 1.78
H -6.23 3.53 3.70
H -5.63 2.17 4.65
H -6.88 1.90 3.42
H -3.62 3.83 3.30
H -1.87 3.22 1.65
C 1.10 -4.03 5.20
N 1.92 -4.19 4.01
C 2.43 -5.39 3.52
C 3.17 -5.09 2.43
N 3.09 -3.72 2.27
C 2.33 -3.16 3.24
S 1.94 -1.53 3.43
H 0.94 -5.01 5.65
H 0.15 -3.58 4.95
H 1.61 -3.39 5.92
H 2.26 -6.33 4.00
H 3.72 -5.73 1.77
H 3.58 -3.17 1.58
C 3.06 1.90 -4.15
C 1.79 2.05 -3.30
C 0.67 2.58 -4.19
C 2.06 3.07 -2.18
Si 1.31 0.40 -2.47
O 0.05 0.65 -1.47
C 2.87 -0.15 -1.54
C 2.95 0.04 -0.16
C 4.13 -0.20 0.55
C 5.25 -0.67 -0.12
C 5.19 -0.89 -1.49
C 4.02 -0.63 -2.19
C 0.91 -0.86 -3.82
C 1.55 -2.09 -3.94
C 1.16 -3.02 -4.90
C 0.11 -2.74 -5.76
C -0.54 -1.51 -5.67
C -0.14 -0.59 -4.72
H 3.28 2.84 -4.65
H 2.94 1.13 -4.92
H 3.93 1.64 -3.54
H 0.88 3.61 -4.50
H -0.30 2.58 -3.68
H 0.58 1.98 -5.11
H 2.33 4.04 -2.60
H 2.90 2.74 -1.54
H 1.18 3.20 -1.54
H 2.07 0.38 0.37
H 4.16 -0.01 1.62
H 6.17 -0.85 0.43
H 6.06 -1.27 -2.01
H 4.02 -0.77 -3.26
H 2.34 -2.35 -3.26
H 1.68 -3.97 -4.97
H -0.19 -3.46 -6.51
H -1.36 -1.28 -6.35
H -0.61 0.39 -4.71
*
```

Values from the calculation:
- HOMO energy: -9.8 eV
- Energy above the lowest of the compared OMol25 structures with the same formula, charge and spin: 19.3 kcal per mole

Results of the Löwdin charge analysis, in e, for atoms 1 through 4: atom 1 (Zr): 1.75, atom 2 (O): -0.24, atom 3 (C): -0.18, atom 4 (C): -0.25

---

ORCA calculation (ωB97M-V/def2-TZVPD) on C10H12ClN as an isolated structure at a distorted geometry.

Geometry as ORCA input:
```
! wB97M-V def2-TZVPD RIJCOSX def2/J DEFGRID3
* xyz 0 1
C -2.85 -0.06 -0.31
C -2.23 1.09 -0.69
C -2.25 -0.79 0.65
C -1.01 1.43 -0.09
C -1.01 -0.55 1.23
C -0.32 0.61 0.84
C 0.72 -1.99 -0.84
C 1.62 -1.32 -0.02
C 1.09 0.92 1.29
C 2.08 0.03 -0.21
N 1.79 0.75 -1.44
Cl 3.85 0.18 0.29
H -3.71 -0.45 -0.60
H -2.75 1.80 -1.34
H -2.63 -1.70 0.97
H -0.64 2.42 -0.39
H -0.54 -1.11 1.90
H 0.69 -3.03 -0.60
H 0.31 -1.52 -1.75
H 1.97 -1.81 0.81
H 1.44 0.30 2.09
H 1.31 2.07 1.16
H 2.29 1.73 -1.50
H 0.78 0.98 -1.45
*
```

Values from the calculation:
- HOMO energy: -8.3 eV
- Energy above the lowest of the compared OMol25 structures with the same formula, charge and spin: 73.1 kcal per mole

Results of the natural (NBO) charge analysis, in e, for atoms 1 through 4: atom 1 (C): -0.23, atom 2 (C): -0.19, atom 3 (C): -0.19, atom 4 (C): -0.27

---

ORCA calculation (ωB97M-V/def2-TZVPD) on an isolated ion of composition C6H16N and charge +1 at a distorted geometry.

Geometry as ORCA input:
```
! wB97M-V def2-TZVPD RIJCOSX def2/J DEFGRID3
* xyz 1 1
C 3.09 0.31 0.21
C 1.72 -0.63 0.06
C 0.78 -0.33 1.18
C -0.38 0.53 0.65
C -1.17 -0.27 -0.40
C -2.58 -0.61 0.14
N -1.58 0.78 -1.59
H 3.62 0.08 1.14
H 3.82 -0.15 -0.60
H 2.90 1.36 0.17
H 1.34 -0.13 -0.94
H 2.08 -1.66 -0.08
H 1.35 -0.01 2.20
H 0.35 -1.35 1.39
H -1.01 1.01 1.50
H 0.05 1.57 0.37
H -0.56 -1.09 -0.80
H -2.97 -1.44 -0.46
H -3.31 0.18 0.27
H -2.61 -1.10 1.18
H -2.40 0.26 -2.09
H -0.77 0.90 -2.30
H -1.77 1.79 -1.19
*
```

Values from the calculation:
- HOMO energy: -13.9 eV
- Energy above the lowest of the compared OMol25 structures with the same formula, charge and spin: 56.0 kcal per mole

Results of the natural (NBO) charge analysis, in e, for atoms 1 through 4: atom 1 (C): -0.60, atom 2 (C): -0.41, atom 3 (C): -0.43, atom 4 (C): -0.47

---

ORCA calculation (ωB97M-V/def2-TZVPD) on C27H30InNO as an isolated structure at a distorted geometry.

Geometry as ORCA input:
```
! wB97M-V def2-TZVPD RIJCOSX def2/J DEFGRID3
* xyz -2 1
In -0.13 -0.49 -0.01
C -1.52 -1.92 1.34
C -2.44 -1.17 0.49
C -2.70 -1.97 -0.66
H -2.98 -0.27 0.79
C -1.95 -3.17 -0.55
C -1.23 -3.16 0.67
H -0.61 -3.95 1.06
H -1.33 -1.69 2.39
H -3.43 -1.74 -1.44
H -2.00 -4.00 -1.26
C 2.23 -0.54 -0.30
C 2.37 -1.91 0.11
C 2.05 -2.73 -0.99
H 2.73 -2.23 1.08
C 1.77 -1.91 -2.11
C 1.85 -0.55 -1.70
H 1.78 0.33 -2.35
H 2.63 0.33 0.22
H 2.09 -3.83 -1.01
H 1.60 -2.26 -3.13
O -0.98 1.08 -0.97
C -1.19 -0.37 -4.30
C -1.96 0.65 -3.56
C -1.54 -1.78 -4.10
C 0.12 0.06 -4.81
C -1.88 1.31 -2.06
H -3.01 0.30 -3.60
H -1.86 1.56 -4.19
H -1.75 2.40 -2.23
H -2.87 1.12 -1.60
H -1.69 -2.33 -5.05
H -2.49 -1.87 -3.54
H -0.72 -2.28 -3.56
H 0.16 0.19 -5.92
H 0.87 -0.69 -4.55
H 0.36 1.05 -4.40
C 1.95 -0.68 5.61
C 1.70 -1.57 4.55
C 1.20 -1.10 3.33
C 0.92 0.29 3.14
C 1.17 1.16 4.23
C 1.69 0.68 5.43
N 0.40 0.76 1.95
C 0.32 2.13 1.67
C -0.88 2.68 1.16
C -0.95 4.01 0.76
C 0.17 4.84 0.91
C 1.36 4.32 1.43
C 1.45 2.98 1.79
H 2.33 -1.06 6.56
H 1.89 -2.64 4.66
H 1.02 -1.80 2.51
H 0.96 2.22 4.12
H 1.88 1.38 6.25
H -1.75 2.03 1.04
H -1.88 4.39 0.34
H 0.11 5.89 0.62
H 2.23 4.96 1.56
H 2.37 2.55 2.19
*
```

Values from the calculation:
- HOMO energy (spin up / spin down): 2.0 / 2.0 eV

Results of the Löwdin charge analysis, in e, for atoms 1 through 4: atom 1 (In): 0.97, atom 2 (C): -0.23, atom 3 (C): -0.22, atom 4 (C): -0.15